{
  "formula": "C50H96Br2O36S10",
  "method": "wB97M-V/def2-TZVPD",
  "homo_energy_ev": -10.188,
  "energy_ha": -13800.80633,
  "e_lumo_ev": -2.1126,
  "gap_ha": 0.2968,
  "elements": ["Br", "C", "C", "Br", "H", "H", "H", "H", "O", "S", "O", "O", "C", "C", "C", "H", "H", "H", "H", "H", "H", "H", "H", "O", "S", "O", "O", "C", "C", "C", "H", "H", "H", "H", "H", "H", "H", "H", "O", "S", "O", "O", "C", "C", "C", "H", "H", "H", "H", "H", "H", "H", "H", "O", "S", "O", "O", "C", "C", "C", "H", "H", "H", "H", "H", "H", "H", "H", "O", "S", "O", "O", "C", "C", "C", "H", "H", "H", "H", "H", "H", "H", "H", "O", "S", "O", "O", "C", "C", "C", "H", "H", "H", "H", "H", "H", "H", "H", "O", "S", "O", "O", "C", "C", "C", "H", "H", "H", "H", "H", "H", "H", "H", "O", "S", "O", "O", "C", "C", "C", "H", "H", "H", "H", "H", "H", "H", "H", "O", "S", "O", "O", "C", "C", "C", "H", "H", "H", "H", "H", "H", "H", "H", "O", "S", "O", "O", "C", "C", "C", "H", "H", "H", "H", "H", "H", "H", "H", "C", "C", "C", "O", "C", "C", "C", "O", "H", "H", "H", "H", "C", "C", "C", "O", "C", "C", "C", "O", "H", "H", "H", "H", "C", "C", "C", "O", "C", "C", "C", "O", "H", "H", "H", "H"],
  "xyz": [[-0.365, 1.060, 2.661], [0.145, -0.207, 1.335], [-0.878, -0.171, 0.231], [-0.376, -1.472, -1.226], [0.332, -1.234, 1.647], [1.090, 0.198, 0.971], [-1.102, 0.788, -0.236], [-1.781, -0.428, 0.784], [-3.587, -4.617, 4.370], [-2.430, -4.079, 3.645], [-1.384, -5.022, 3.223], [-3.074, -3.141, 2.413], [-4.427, -2.749, 2.558], [-4.768, -1.915, 1.321], [-1.584, -2.708, 4.673], [-4.669, -2.178, 3.454], [-5.022, -3.662, 2.527], [-5.808, -1.593, 1.372], [-4.684, -2.580, 0.462], [-4.035, -1.118, 1.193], [-2.307, -2.135, 5.255], [-1.016, -2.072, 3.994], [-1.066, -3.383, 5.353], [4.115, 0.652, 1.857], [5.582, 0.749, 1.610], [6.368, 1.595, 2.435], [6.308, -0.778, 1.475], [5.587, -1.803, 0.815], [6.501, -3.130, 0.620], [5.797, 1.324, -0.168], [5.115, -1.441, -0.099], [4.864, -2.054, 1.591], [6.790, -3.562, 1.578], [7.352, -2.720, 0.076], [5.986, -3.936, 0.096], [4.905, 1.224, -0.787], [6.643, 0.777, -0.582], [6.091, 2.368, -0.058], [3.704, 3.427, -1.376], [2.237, 3.609, -1.208], [1.363, 2.511, -0.903], [1.976, 4.871, -0.250], [2.799, 6.000, -0.127], [4.109, 5.814, 0.597], [1.473, 4.428, -2.695], [2.195, 6.757, 0.373], [3.074, 6.302, -1.137], [3.946, 5.506, 1.630], [4.630, 6.758, 0.754], [4.735, 5.064, 0.114], [0.523, 4.843, -2.358], [1.377, 3.691, -3.493], [1.989, 5.346, -2.975], [-1.410, -1.492, -4.385], [-2.667, -1.676, -5.151], [-3.264, -3.012, -5.306], [-3.912, -0.743, -4.516], [-4.189, -0.845, -3.115], [-4.779, 0.516, -2.798], [-2.602, -0.870, -6.801], [-3.230, -0.956, -2.609], [-4.777, -1.732, -2.880], [-4.285, 1.349, -3.297], [-4.812, 0.747, -1.733], [-5.746, 0.753, -3.242], [-2.406, 0.187, -6.621], [-3.626, -1.031, -7.138], [-1.880, -1.272, -7.512], [1.252, -1.290, 4.508], [2.033, -1.709, 5.751], [1.423, -1.693, 7.051], [2.665, -3.242, 5.482], [3.078, -3.634, 4.139], [2.678, -5.144, 4.041], [3.669, -0.748, 5.732], [4.140, -3.565, 3.903], [2.471, -3.149, 3.375], [2.749, -5.856, 4.863], [3.110, -5.583, 3.143], [1.590, -5.208, 4.021], [4.116, -0.865, 4.745], [4.292, -1.134, 6.539], [3.374, 0.263, 6.015], [-4.604, 3.842, -0.286], [-5.480, 4.936, 0.011], [-5.417, 6.336, -0.434], [-7.052, 4.418, -0.343], [-7.211, 3.135, -0.903], [-6.895, 3.131, -2.368], [-5.728, 5.015, 1.743], [-8.276, 2.933, -0.792], [-6.659, 2.373, -0.354], [-7.525, 2.435, -2.922], [-5.823, 3.024, -2.538], [-7.000, 4.156, -2.725], [-5.980, 4.012, 2.086], [-6.418, 5.818, 2.002], [-4.737, 5.207, 2.156], [1.268, -1.877, -8.205], [1.815, -2.436, -7.024], [2.688, -1.662, -6.113], [0.668, -3.185, -6.093], [0.987, -3.563, -4.776], [2.059, -4.582, -4.593], [2.767, -3.925, -7.541], [0.049, -4.047, -4.505], [1.057, -2.706, -4.108], [2.096, -4.945, -3.566], [3.027, -4.084, -4.536], [2.107, -5.365, -5.349], [2.080, -4.764, -7.649], [3.526, -4.185, -6.803], [3.112, -3.756, -8.561], [-1.097, 6.532, -3.123], [-2.184, 5.890, -3.836], [-2.222, 5.908, -5.321], [-2.309, 4.307, -3.290], [-1.812, 3.243, -4.024], [-1.277, 2.151, -3.040], [-3.823, 6.547, -3.270], [-0.985, 3.473, -4.696], [-2.653, 2.871, -4.608], [-2.187, 1.666, -2.688], [-0.678, 2.565, -2.229], [-0.590, 1.436, -3.492], [-4.570, 5.914, -3.748], [-3.798, 7.547, -3.703], [-3.852, 6.438, -2.186], [-3.080, 0.037, 7.485], [-2.404, 0.779, 6.406], [-2.624, 0.521, 4.989], [-2.603, 2.414, 6.646], [-2.259, 3.211, 5.514], [-3.445, 3.483, 4.549], [-0.563, 0.617, 6.773], [-1.417, 2.939, 4.877], [-2.071, 4.127, 6.074], [-4.342, 3.932, 4.976], [-3.590, 2.615, 3.905], [-3.019, 4.251, 3.905], [-0.071, 1.468, 7.243], [-0.155, 0.496, 5.769], [-0.455, -0.257, 7.415], [0.192, 6.037, 3.188], [1.066, 6.095, 4.412], [0.521, 6.259, 5.744], [2.161, 4.820, 4.450], [1.869, 3.721, 3.533], [2.613, 2.460, 3.939], [2.187, 7.502, 4.188], [2.072, 3.952, 2.487], [0.789, 3.625, 3.643], [3.690, 2.521, 3.781], [2.252, 1.517, 3.528], [2.454, 2.419, 5.016], [2.303, 8.047, 5.125], [1.915, 8.131, 3.341], [3.141, 7.078, 3.873], [3.123, -0.730, -2.673], [3.523, -1.980, -2.631], [4.849, -2.449, -2.962], [5.232, -3.585, -3.225], [5.804, -1.341, -3.219], [5.346, -0.045, -3.402], [3.954, 0.346, -3.262], [3.611, 1.467, -3.622], [2.156, -0.436, -2.292], [2.728, -2.644, -2.324], [6.851, -1.606, -3.200], [6.217, 0.581, -3.524], [2.388, -6.741, -0.472], [2.851, -5.436, -0.659], [2.382, -4.275, 0.170], [2.802, -3.110, 0.300], [1.170, -4.689, 0.916], [0.812, -5.958, 1.134], [1.480, -7.172, 0.570], [1.225, -8.397, 0.804], [2.847, -7.440, -1.156], [3.306, -5.201, -1.609], [0.542, -3.920, 1.341], [0.016, -6.081, 1.854], [-3.593, -5.200, -0.418], [-2.218, -5.277, -0.593], [-1.566, -5.226, -1.932], [-0.357, -5.234, -2.118], [-2.573, -5.291, -3.051], [-3.960, -5.272, -2.852], [-4.627, -5.219, -1.554], [-5.864, -5.213, -1.442], [-3.940, -5.293, 0.601], [-1.663, -5.166, 0.327], [-2.318, -5.524, -4.074], [-4.518, -5.377, -3.771]],
  "forces_ev_per_a": [[-0.553, -0.036, 0.541], [1.635, 0.435, -1.745], [-0.613, -0.388, 0.368], [-0.589, 0.692, 1.001], [-0.296, 0.249, 0.624], [0.131, -0.229, 0.014], [0.682, -0.050, -0.054], [-0.489, -0.753, -0.879], [1.827, 0.627, -1.074], [-0.998, 0.907, 1.622], [-1.725, 1.969, -0.277], [2.285, -1.317, 0.886], [-1.454, 0.060, -0.853], [0.412, -0.912, 0.081], [-1.139, -1.911, -0.796], [0.530, -0.166, 0.274], [-0.228, 0.138, 0.319], [0.181, 0.338, 0.073], [0.022, 0.099, -0.204], [-0.351, 0.276, 0.074], [-0.290, -0.162, -0.410], [0.234, -0.341, 0.288], [0.669, 0.508, -0.048], [3.285, -0.472, -0.192], [-2.979, -1.155, -3.058], [0.556, -0.545, 0.523], [0.683, 2.826, 0.774], [-0.530, -2.446, 1.298], [-0.751, 2.469, 0.146], [0.432, -0.244, 1.258], [0.042, -0.185, -0.063], [-0.810, -0.276, -0.790], [0.172, 0.438, 0.071], [0.314, -0.763, -0.070], [-0.138, 0.451, -0.377], [-0.023, -0.034, 0.463], [-0.100, -0.068, 0.087], [-0.248, -0.018, -0.077], [-3.108, 0.172, 0.726], [1.733, 1.839, -2.993], [0.723, 0.562, 0.843], [-1.071, -2.316, 1.217], [1.446, 0.916, -0.775], [0.003, -0.518, 1.129], [0.380, -0.242, 0.969], [-0.152, -0.106, -0.242], [-0.306, 0.496, -0.141], [-0.201, -0.434, 0.098], [0.038, 0.137, -0.654], [0.053, 0.270, -0.003], [-0.253, -0.651, 0.107], [0.125, 0.191, 0.055], [0.651, -0.450, -0.152], [-2.782, -0.281, -1.489], [-0.086, -0.696, 0.710], [1.387, 1.783, 0.259], [1.785, -1.025, -1.762], [0.843, 0.845, 0.051], [-0.741, 0.701, 0.054], [-0.616, 0.077, 1.201], [0.091, 0.016, 0.258], [-0.374, 0.205, -0.165], [1.100, -0.325, 0.204], [-0.054, -0.148, 0.036], [-0.547, -1.016, 0.291], [-0.049, -0.079, -0.020], [0.118, 0.171, -0.219], [0.082, -0.400, 0.564], [2.177, -1.282, 3.796], [0.930, 0.357, -4.114], [0.502, -0.365, -0.904], [-0.605, 1.933, 0.268], [-1.189, -2.372, 0.214], [-0.949, 0.286, -0.011], [-1.795, -0.670, 0.752], [0.104, 0.669, 0.660], [0.207, 0.457, 0.177], [1.446, 0.541, 0.496], [-0.125, -0.026, 0.004], [-0.261, 0.393, -0.887], [-0.211, 0.202, 0.105], [-0.102, -0.277, -0.177], [0.121, 0.096, -0.484], [0.335, 0.769, -0.571], [-3.315, 1.343, 0.420], [0.566, -2.790, -0.028], [2.062, 1.446, 0.472], [-0.712, -0.738, -0.248], [0.862, 0.823, -0.388], [1.010, -0.288, 0.457], [-0.009, -0.018, 0.259], [0.093, 0.043, 0.113], [0.319, 0.066, -0.120], [-0.008, -0.770, -0.040], [-0.840, 0.011, -0.222], [-0.420, 0.200, -0.013], [-0.022, -0.342, -0.115], [0.027, 0.302, 0.098], [-1.026, 0.349, 0.074], [2.923, -1.644, 3.076], [-1.884, -1.059, -1.687], [0.835, 1.665, -2.753], [-1.638, -0.796, 1.384], [1.889, 0.642, 0.511], [-0.804, 0.279, -0.291], [-0.128, 0.085, 0.246], [0.358, 0.161, -0.234], [-0.964, -0.565, -0.078], [0.351, 0.112, -0.806], [-0.296, -0.082, 0.346], [-0.226, 0.157, 0.259], [0.018, 0.365, -0.288], [0.458, 0.349, 0.288], [-0.984, -0.684, -0.680], [-0.877, -0.651, -1.630], [0.410, -0.291, 2.996], [-0.263, 3.403, 0.679], [1.388, -2.080, -0.501], [-0.731, 0.639, -0.408], [1.732, -1.190, -0.479], [-0.173, 0.627, -0.136], [0.204, -0.344, -0.259], [0.432, -0.381, 0.512], [-0.441, 0.308, 0.102], [-0.399, -0.130, -0.489], [0.066, 0.146, 0.005], [-0.235, 0.034, 0.447], [-0.096, 0.487, -0.184], [0.703, 1.677, -2.377], [1.120, 0.301, 1.860], [-0.126, -0.079, 1.654], [0.007, -3.149, -0.227], [-1.909, 1.978, -0.024], [1.448, 0.099, -0.176], [-1.193, -0.019, -0.797], [0.284, -0.558, 0.627], [0.547, 0.328, -0.629], [0.032, -0.526, 0.291], [-0.515, -0.004, 0.244], [-0.059, 0.197, -0.296], [-0.679, 0.231, 0.052], [0.257, -0.368, 0.148], [-0.059, 0.024, -0.368], [2.152, -0.493, 3.266], [-0.507, 0.608, -1.808], [0.149, -0.793, -1.289], [-0.888, 1.496, -0.397], [-0.921, -0.545, -0.450], [0.136, 0.628, 1.303], [0.692, -0.698, -0.480], [0.072, 0.545, 0.087], [0.029, -0.642, -0.399], [-0.067, 0.128, -0.180], [-0.153, 0.448, -0.329], [0.141, -0.345, 0.292], [-0.189, -0.147, -0.165], [-0.659, -0.062, 0.314], [0.118, -0.078, 0.332], [-0.453, 1.884, -0.217], [-1.640, -1.268, 0.776], [1.799, 0.004, -1.985], [-1.071, 0.345, 0.950], [-1.586, 2.153, 0.457], [3.427, -3.453, 0.614], [0.391, 1.179, -0.544], [-0.494, -1.282, 0.657], [-0.299, -0.077, -0.252], [0.345, -0.641, 0.227], [0.100, 0.097, -0.317], [-0.676, 1.121, -0.428], [2.843, 2.629, -1.288], [-1.231, -1.468, -0.079], [-0.829, 0.737, 0.657], [-0.117, -2.576, -0.871], [-0.191, -0.272, 0.138], [-0.387, -0.449, 1.203], [-1.066, -2.376, 0.463], [0.704, 4.369, -0.445], [-0.416, -0.443, -0.050], [0.840, -0.060, 0.145], [0.175, 0.271, 0.238], [-0.270, -0.396, -0.135], [1.436, -0.866, -0.637], [-2.789, 1.202, 0.391], [-0.304, -0.568, -0.440], [-1.031, 0.173, 0.243], [-3.131, -0.284, 0.750], [3.390, -0.165, -1.348], [-0.639, 0.175, 0.673], [2.703, 0.030, 0.285], [-0.308, 0.326, 0.086], [0.482, -0.332, -0.156], [0.733, 0.416, 0.011], [-0.507, 0.068, 0.185]]
}